(1)
Density functional theory data (the ωB97M-V functional and the def2-TZVPD basis) for a molecular structure, C2H7N3O2 at a distorted geometry.

Structure (ORCA input):
```
! wB97M-V def2-TZVPD RIJCOSX def2/J DEFGRID3
* xyz 0 1
N 2.183 0.993 0.546
C 2.093 -0.197 1.297
O 3.090 -0.796 1.633
O 0.868 -0.556 1.540
H 1.405 1.591 0.720
H 3.077 1.438 0.638
N -2.360 0.102 -1.648
C -1.761 -0.117 -0.465
N -0.801 -0.908 -0.232
H -2.024 -0.330 -2.489
H -3.232 0.593 -1.680
H -2.154 0.443 0.385
H 0.093 -0.765 0.743
H -0.478 -1.491 -0.989
*
```

Kohn-Sham gap	0.3411	hartree
ΔE to the lowest compared entry with this formula, charge and spin	18.7	kcal/mol

***

(2)
Density functional theory data (the ωB97M-V functional and the def2-TZVPD basis) for C2H7N3O2 in the gas phase at a distorted geometry.

Structure (ORCA input):
```
! wB97M-V def2-TZVPD RIJCOSX def2/J DEFGRID3
* xyz 0 1
C -0.390 -1.190 0.676
C 0.066 0.224 0.099
N 1.100 0.976 0.761
N -1.120 0.893 0.066
N 0.515 -0.103 -1.434
O 1.669 0.110 -1.709
O -0.306 -0.520 -2.182
H -1.236 -1.639 0.155
H -0.866 -0.978 1.594
H 0.368 -2.035 0.609
H 1.893 0.318 0.939
H 1.459 1.685 0.115
H -1.154 1.909 0.019
H -1.999 0.348 0.291
*
```

SMILES	CC(N)(N)[N+](=O)[O-]
Kohn-Sham gap	0.3821	hartree
ΔE to the lowest compared entry with this formula, charge and spin	101.9	kcal/mol

***

(3)
Density functional theory data (the ωB97M-V functional and the def2-TZVPD basis) for 2 unconnected molecules or ions with the total composition C2H7N3O2 at a distorted geometry.

Structure (ORCA input):
```
! wB97M-V def2-TZVPD RIJCOSX def2/J DEFGRID3
* xyz 0 1
C -0.036 0.672 -1.072
C 1.122 -1.179 -0.668
N -0.484 0.691 0.257
N -1.441 1.585 0.760
O 0.750 -2.406 -0.224
N -0.084 -0.296 1.006
O -0.720 -0.585 2.028
H 0.712 -2.418 0.745
H -1.451 1.501 1.778
H -1.195 2.522 0.458
H 0.387 1.628 -1.374
H -0.758 0.232 -1.755
H 1.216 -1.235 -1.743
H 1.981 -0.711 -0.197
*
```

Kohn-Sham gap	0.3509	hartree
ΔE to the lowest compared entry with this formula, charge and spin	178.2	kcal/mol

***

(4)
Density functional theory data (the ωB97M-V functional and the def2-TZVPD basis) for 2 unconnected molecules or ions with the total composition C2H7N3O2S at a distorted geometry.

Structure (ORCA input):
```
! wB97M-V def2-TZVPD RIJCOSX def2/J DEFGRID3
* xyz 0 1
C 3.357 0.374 -0.678
C -2.344 -0.809 -1.001
N 2.988 0.286 0.510
N 1.516 -0.654 1.989
N 2.532 -0.468 1.360
O -0.720 0.855 0.082
O -3.126 0.988 0.655
S -1.817 0.005 0.580
H 4.025 1.182 -1.042
H 3.148 -0.305 -1.491
H -2.868 -0.031 -1.522
H -1.312 -0.963 -1.451
H -2.960 -1.694 -0.918
H 0.785 -0.120 1.436
H -3.204 1.355 1.492
*
```

Kohn-Sham gap	0.3303	hartree
ΔE to the lowest compared entry with this formula, charge and spin	65.3	kcal/mol

***

(5)
Density functional theory data (the ωB97M-V functional and the def2-TZVPD basis) for a gas-phase ion, C2H7N3P3 (charge +1) at a distorted geometry.

Structure (ORCA input):
```
! wB97M-V def2-TZVPD RIJCOSX def2/J DEFGRID3
* xyz 1 3
C -0.673 -0.948 0.356
C -1.833 -0.572 1.162
N 1.067 1.562 0.070
N -1.031 -2.179 -2.366
N 1.296 -1.131 -1.246
P 0.549 0.116 -0.285
P 2.309 2.549 0.087
P -0.151 -2.117 -1.128
H -2.230 0.415 1.008
H -1.842 -0.740 2.301
H -2.700 -1.281 1.039
H 1.769 -0.829 -2.060
H 1.729 3.856 0.302
H 2.660 2.355 -1.232
H 0.396 -3.191 -0.366
*
```

Kohn-Sham gap (alpha / beta)	0.3155 / 0.2092	hartree
<S²>	2.09

***

(6)
Density functional theory data (the ωB97M-V functional and the def2-TZVPD basis) for C2H7N3S in the gas phase.

Structure (ORCA input):
```
! wB97M-V def2-TZVPD RIJCOSX def2/J DEFGRID3
* xyz 0 1
C -0.253 -0.352 1.096
C 0.555 -0.343 -0.215
H -0.781 1.588 1.366
H -1.979 0.567 1.690
H -0.758 -1.315 1.114
H 0.428 -0.288 1.960
H 2.222 -0.809 0.547
H -1.170 0.247 -1.126
H 1.138 0.871 -2.866
N -1.229 0.739 1.031
N 1.790 -0.566 -0.344
N -0.248 -0.154 -1.317
S 0.284 -0.185 -2.936
*
```

SMILES	[H]/N=C(\CN)NS
Kohn-Sham gap	0.3473	hartree
ΔE to the lowest compared entry with this formula, charge and spin	8.9	kcal/mol

***

(7)
Density functional theory data (the ωB97M-V functional and the def2-TZVPD basis) for C2H7N3S in the gas phase at a distorted geometry.

Structure (ORCA input):
```
! wB97M-V def2-TZVPD RIJCOSX def2/J DEFGRID3
* xyz 0 1
C -0.647 0.577 -2.334
C 0.801 0.497 -0.497
H -1.477 1.279 -2.225
H 0.279 1.076 -2.638
H -0.797 -0.194 -3.107
H -1.528 -1.277 0.303
H -1.982 0.501 0.385
H 1.368 1.054 -1.317
H 1.413 0.173 2.910
N -0.410 0.169 -1.016
N -1.755 -0.341 -0.478
N 1.338 0.348 0.632
S 0.474 -0.644 1.794
*
```

SMILES	CN(N)/C=N\S
Kohn-Sham gap	0.3064	hartree
ΔE to the lowest compared entry with this formula, charge and spin	109.0	kcal/mol

***

(8)
Density functional theory data (the ωB97M-V functional and the def2-TZVPD basis) for C2H7N3S2 in the gas phase at a distorted geometry.

Structure (ORCA input):
```
! wB97M-V def2-TZVPD RIJCOSX def2/J DEFGRID3
* xyz 0 1
C 1.830 0.210 -0.687
C -0.342 0.522 0.072
H 2.373 -0.639 -1.139
H 2.470 0.205 0.234
H 1.540 1.145 -1.044
H 0.959 -1.981 1.306
H -0.593 2.356 0.236
H -2.163 1.092 0.828
H -2.916 -1.664 0.625
N 0.619 -0.496 -0.385
N 0.230 1.660 0.049
N -1.730 0.404 0.398
S 0.459 -2.095 0.063
S -2.736 -0.720 -0.557
*
```

SMILES	[H]/N=C(\NS)N(C)S
Kohn-Sham gap	0.3499	hartree
ΔE to the lowest compared entry with this formula, charge and spin	62.7	kcal/mol

***

(9)
Density functional theory data (the ωB97M-V functional and the def2-TZVPD basis) for a gas-phase ion, C2H7N4 (charge +1) at a distorted geometry.

Structure (ORCA input):
```
! wB97M-V def2-TZVPD RIJCOSX def2/J DEFGRID3
* xyz 1 1
C -0.038 0.017 -1.386
C -0.473 -0.207 1.041
N 0.947 1.069 -1.032
N 1.318 1.339 0.102
N 0.750 0.806 1.136
N -0.333 -0.906 -0.240
H -0.891 0.592 -1.864
H 0.335 -0.620 -2.108
H -0.421 -1.013 1.731
H -1.344 0.483 1.253
H 0.690 1.283 2.005
H -1.105 -1.474 -0.604
H 0.564 -1.369 -0.035
*
```

SMILES	C1N=NNC[NH2+]1
Kohn-Sham gap	0.3657	hartree
ΔE to the lowest compared entry with this formula, charge and spin	111.2	kcal/mol

***

(10)
Density functional theory data (the ωB97M-V functional and the def2-TZVPD basis) for a gas-phase ion, C2H7N4 (charge +1) at a distorted geometry.

Structure (ORCA input):
```
! wB97M-V def2-TZVPD RIJCOSX def2/J DEFGRID3
* xyz 1 1
C -0.678 1.180 -0.317
C -1.162 -0.171 0.248
N 0.453 -2.035 1.064
N 0.550 0.827 -1.019
N 1.101 -0.198 -0.233
N 0.319 -0.978 0.462
H -1.464 1.678 -0.960
H -0.452 1.925 0.497
H -1.599 -0.281 1.140
H -1.641 -0.785 -0.403
H 1.258 -2.464 1.229
H 1.224 1.621 -1.308
H 2.092 -0.318 -0.401
*
```

SMILES	[H]/N=[N+]1/CCNN1
Kohn-Sham gap	0.3403	hartree
ΔE to the lowest compared entry with this formula, charge and spin	139.6	kcal/mol

***

(11)
Density functional theory data (the ωB97M-V functional and the def2-TZVPD basis) for a gas-phase ion, C2H7N4O (charge +1) at a distorted geometry.

Structure (ORCA input):
```
! wB97M-V def2-TZVPD RIJCOSX def2/J DEFGRID3
* xyz 1 1
C 1.074 -1.253 -0.341
C 0.322 -0.002 -0.280
N 2.116 1.294 0.335
N 0.930 1.180 -0.051
N -1.025 -0.031 -0.653
N -1.783 -0.579 0.489
O 2.217 -1.403 -0.016
H 0.452 -2.069 -0.765
H -0.992 -1.107 0.905
H 2.478 2.244 0.347
H -1.427 0.830 -1.023
H -2.539 -1.215 0.176
H 0.349 2.014 -0.297
H -2.172 0.097 1.174
*
```

SMILES	[H]/N=[NH+]/C(=C\[O-])N[NH3+]
Kohn-Sham gap (alpha / beta)	0.3095 / 0.3094	hartree
ΔE to the lowest compared entry with this formula, charge and spin	118.2	kcal/mol

***

(12)
Density functional theory data (the ωB97M-V functional and the def2-TZVPD basis) for 2 unconnected molecules or ions with the total composition C2H7N4O at a distorted geometry.

Structure (ORCA input):
```
! wB97M-V def2-TZVPD RIJCOSX def2/J DEFGRID3
* xyz 1 1
C -0.084 -0.765 1.186
C -0.186 0.557 -1.629
N 0.423 0.303 1.703
N -0.248 -0.465 -0.854
N -0.667 -1.696 -1.256
N 0.810 1.477 1.005
O -0.510 -1.832 1.365
H 0.362 1.517 -1.286
H -0.534 0.742 -2.595
H 0.389 0.450 2.632
H -1.334 -1.606 -2.035
H -0.807 -2.455 -0.600
H 1.803 1.536 0.734
H 0.583 2.236 1.630
*
```

Kohn-Sham gap	0.3488	hartree
ΔE to the lowest compared entry with this formula, charge and spin	100.3	kcal/mol

***

(13)
Density functional theory data (the ωB97M-V functional and the def2-TZVPD basis) for a gas-phase ion, C2H7N4S (charge +1) at a distorted geometry.

Structure (ORCA input):
```
! wB97M-V def2-TZVPD RIJCOSX def2/J DEFGRID3
* xyz 1 1
C 0.939 1.076 0.203
C -1.239 0.347 -0.854
N -0.417 0.455 0.181
N 1.765 0.126 0.639
N -2.327 -0.268 -0.707
N 1.377 -1.221 0.741
S 1.169 2.632 -0.343
H -0.789 0.653 -1.849
H -0.893 0.350 1.047
H 2.731 0.206 0.722
H -3.139 -0.347 -1.278
H -2.475 -0.663 0.222
H 2.116 -1.591 1.421
H 1.183 -1.756 -0.145
*
```

SMILES	NNC(=S)NC=[NH2+]
Kohn-Sham gap	0.3260	hartree
ΔE to the lowest compared entry with this formula, charge and spin	20.8	kcal/mol

***

(14)
Density functional theory data (the ωB97M-V functional and the def2-TZVPD basis) for 2 unconnected molecules or ions with the total composition C2H7N4S at a distorted geometry.

Structure (ORCA input):
```
! wB97M-V def2-TZVPD RIJCOSX def2/J DEFGRID3
* xyz 1 1
C -0.689 -0.057 0.895
C 0.061 -1.149 1.334
N -1.271 -1.467 -0.727
N -1.403 -0.245 -0.216
N -2.133 0.682 -0.865
N 2.388 -0.399 0.372
S -0.212 -2.392 0.280
H -0.721 0.891 1.403
H -1.681 -1.700 -1.623
H -2.915 0.347 -1.415
H -2.313 1.528 -0.338
H 2.948 -1.104 -0.088
H 2.685 -0.357 1.338
H 2.597 0.496 -0.055
*
```

Kohn-Sham gap	0.2890	hartree
ΔE to the lowest compared entry with this formula, charge and spin	84.6	kcal/mol

***

(15)
Density functional theory data (the ωB97M-V functional and the def2-TZVPD basis) for 2 unconnected molecules or ions with the total composition C2H7N5 at a distorted geometry.

Structure (ORCA input):
```
! wB97M-V def2-TZVPD RIJCOSX def2/J DEFGRID3
* xyz 2 1
C -0.075 0.842 1.711
C 0.578 -0.292 -1.209
N 1.069 0.978 1.985
N 2.246 0.930 1.760
N 3.373 0.960 1.757
N -0.698 0.152 -0.639
N -1.797 -0.749 -0.831
H -0.995 1.177 2.078
H 1.142 -0.976 -0.526
H 0.293 -0.760 -2.209
H 1.051 0.633 -1.200
H -2.634 -0.165 -1.056
H -1.928 -1.229 0.110
H -1.625 -1.500 -1.727
*
```

Kohn-Sham gap (alpha / beta)	0.2698 / 0.3395	hartree
ΔE to the lowest compared entry with this formula, charge and spin	128.0	kcal/mol

***

(16)
Density functional theory data (the ωB97M-V functional and the def2-TZVPD basis) for C2H7N5O in the gas phase at a distorted geometry.

Structure (ORCA input):
```
! wB97M-V def2-TZVPD RIJCOSX def2/J DEFGRID3
* xyz 0 1
C -0.697 0.659 0.020
C 2.127 -1.640 -0.018
H 0.818 3.082 -0.153
H 1.567 1.798 0.563
H -2.618 1.037 -0.293
H -2.946 -1.602 0.482
H -0.403 -1.417 -0.056
H 3.161 -1.563 0.118
H 1.447 -2.414 -0.283
N 0.944 2.123 -0.313
N -0.381 1.849 0.053
N -2.072 0.232 0.230
N 0.088 -0.471 -0.037
N 1.426 -0.511 0.002
O -2.460 -1.161 -0.315
*
```

SMILES	C=NN/C(=N\N)NO
Kohn-Sham gap	0.3225	hartree
ΔE to the lowest compared entry with this formula, charge and spin	124.6	kcal/mol

***

(17)
Density functional theory data (the ωB97M-V functional and the def2-TZVPD basis) for C2H7NO in the gas phase at a distorted geometry.

Structure (ORCA input):
```
! wB97M-V def2-TZVPD RIJCOSX def2/J DEFGRID3
* xyz 0 1
C 0.692 0.572 0.298
C -0.731 0.626 -0.237
H 1.548 -0.522 -1.136
H 1.064 -1.374 0.227
H 1.217 1.463 0.130
H 0.551 0.454 1.389
H -0.879 0.766 -1.308
H -1.424 1.365 0.136
H -1.108 -0.779 1.026
N 1.501 -0.475 -0.131
O -1.405 -0.654 0.011
*
```

SMILES	NCCO
Kohn-Sham gap	0.3854	hartree
ΔE to the lowest compared entry with this formula, charge and spin	27.9	kcal/mol

***

(18)
Density functional theory data (the ωB97M-V functional and the def2-TZVPD basis) for a molecular structure, C2H7NO2 at a distorted geometry.

Structure (ORCA input):
```
! wB97M-V def2-TZVPD RIJCOSX def2/J DEFGRID3
* xyz 0 1
C -0.219 0.267 1.320
C 1.058 -0.492 1.704
H -1.844 0.011 0.066
H 0.014 -0.579 -0.746
H 1.812 0.128 2.289
H 1.487 -0.982 0.810
H 0.934 -1.343 2.317
H -0.203 1.191 -3.821
H -1.116 0.309 -3.142
N -0.893 -0.255 0.225
O -0.754 1.098 1.974
O -0.278 0.647 -2.996
*
```

Kohn-Sham gap	0.3682	hartree
ΔE to the lowest compared entry with this formula, charge and spin	58.3	kcal/mol

***

(19)
Density functional theory data (the ωB97M-V functional and the def2-TZVPD basis) for 3 unconnected molecules or ions with the total composition C2H7NO2 at a distorted geometry.

Structure (ORCA input):
```
! wB97M-V def2-TZVPD RIJCOSX def2/J DEFGRID3
* xyz 0 1
C 0.808 0.816 -0.334
C -1.341 0.293 -0.380
N 1.471 -0.086 0.376
O 1.570 -1.263 -0.331
O -0.507 -0.355 1.347
H 2.089 -1.836 0.247
H -0.855 -1.011 1.982
H 0.662 1.763 0.166
H 0.947 0.807 -1.408
H -2.216 0.191 0.246
H -1.210 -0.569 -1.019
H -1.416 1.248 -0.893
*
```

Kohn-Sham gap (alpha / beta)	0.3118 / 0.3117	hartree
ΔE to the lowest compared entry with this formula, charge and spin	184.9	kcal/mol

***

Number 1: M 105.10 u. Number 2: M 105.10 u. Number 3: M 105.10 u. Number 4: M 137.16 u. Number 5: M 166.02 u. Number 6: M 105.17 u. Number 7: M 105.17 u. Number 8: M 137.23 u. Number 9: M 87.11 u. Number 10: M 87.11 u. Number 11: M 103.10 u. Number 12: M 103.10 u. Number 13: M 119.17 u. Number 14: M 119.17 u. Number 15: M 101.11 u. Number 16: M 117.11 u. Number 17: M 61.08 u. Number 18: M 77.08 u. Number 19: M 77.08 u.